[1]
14
Properties=species:S:1:pos:R:3:forces:R:3 method="wB97M-V/def2-TZVPD" largest_force_ev_per_a=2.51 total_charge=0 de_lowest_ev=0.999 e_homo_ev=-9.10 e_tot_ha=-191.66069 smiles=CN.CN
C -0.9001 -0.9353 -1.8731 -0.748 1.108 -0.259
N -1.2917 0.4862 -1.9397 0.989 0.067 -0.103
H -0.3682 -1.1511 -2.7976 -0.020 -0.190 0.038
H -0.2222 -1.1337 -1.0474 -0.028 0.070 0.149
H -1.7880 -1.5569 -1.7995 0.083 -0.547 0.035
H -1.9213 0.8600 -1.2532 -0.166 -0.390 0.192
H -1.5658 0.7890 -2.8585 -0.100 -0.118 -0.024
C 1.7051 0.2964 1.7508 0.076 -0.594 0.129
N 0.5568 0.6786 2.5957 -2.089 0.032 -1.383
H 1.5949 0.3932 0.6624 -0.132 0.706 0.219
H 2.5698 0.8461 2.1427 -0.064 -0.242 -0.501
H 1.8832 -0.7759 1.8225 0.263 -0.057 0.546
H -0.1746 -0.0421 2.5823 0.954 -0.917 0.673
H -0.0777 1.2455 2.0127 0.983 1.072 0.291


[2]
72
Properties=species:S:1:pos:R:3:forces:R:3 method="wB97M-V/def2-TZVPD" largest_force_ev_per_a=2.53 total_charge=+1 de_lowest_ev=1.391 e_homo_ev=-10.04 e_tot_ha=-1647.29479
C 2.9473 -4.8487 3.5924 -0.311 -0.647 0.031
C 2.6750 -3.4107 3.5223 1.227 1.236 -0.397
N 3.6566 -2.4865 3.4910 -0.866 -1.488 0.198
C 5.0699 -2.8091 3.4523 0.394 -0.150 0.095
C 3.1251 -1.1936 3.4328 -0.901 0.508 -0.495
C 1.7184 -1.3134 3.3933 0.643 0.641 0.000
C 0.9597 -0.1720 3.1558 0.076 0.265 0.046
C 1.6046 1.0680 3.0484 0.095 -0.455 -0.013
C 3.0051 1.1616 3.0863 -0.140 -0.373 0.210
C 3.7895 0.0109 3.2620 -0.180 0.173 0.049
C 1.4121 -2.7412 3.4532 -1.159 0.070 0.085
C 0.1728 -3.3446 3.3299 1.240 -0.009 0.127
C -1.1030 -2.6930 3.4438 -1.283 0.373 0.084
C -1.3800 -1.6895 4.4092 0.155 -0.112 -0.330
C -2.6057 -1.0258 4.4138 0.199 -0.206 0.049
C -3.5995 -1.3618 3.4870 0.391 -0.228 -0.077
C -3.3649 -2.3967 2.5707 -0.061 0.062 0.085
C -2.1521 -3.0767 2.5688 0.437 0.093 0.186
H 1.9676 -5.3293 3.6313 0.342 -0.343 0.032
H 3.4935 -5.2229 2.7136 -0.123 0.214 0.188
H 3.5177 -5.1397 4.4872 -0.175 0.191 -0.208
H 5.6227 -1.8722 3.3706 0.030 -0.331 0.046
H 5.3698 -3.3430 4.3637 -0.069 0.238 -0.187
H 5.3019 -3.4493 2.5891 -0.136 0.278 0.199
H -0.1185 -0.2647 3.0458 0.314 0.337 0.031
H 0.9994 1.9660 2.9286 0.235 -0.212 -0.083
H 3.4713 2.1391 2.9747 -0.021 -0.300 0.037
H 4.8764 0.0318 3.2644 -0.230 0.285 -0.043
H 0.1718 -4.4055 3.0725 -0.130 0.141 0.106
H -0.6073 -1.4340 5.1406 -0.318 -0.040 -0.255
H -2.7788 -0.2360 5.1457 0.002 -0.263 -0.187
H -4.5505 -0.8256 3.4903 0.313 -0.199 -0.045
H -4.1383 -2.6759 1.8556 0.204 0.067 0.204
H -1.9581 -3.8866 1.8603 -0.203 0.280 0.159
C -3.3867 2.7785 2.3664 0.066 -0.105 -0.124
C -2.0111 2.4986 2.3061 -0.308 -0.203 -0.316
C -1.4204 2.1475 1.0888 -0.334 0.272 -0.038
C -2.2035 2.1608 -0.0730 -0.477 0.334 1.082
N -1.5986 1.9010 -1.2992 0.719 -0.221 -2.419
C -0.4809 1.1980 -1.5275 -0.025 -1.290 0.351
N -0.3820 1.1996 -2.8950 -1.041 1.647 0.361
C 0.4118 0.3213 -3.6657 0.253 -0.403 0.031
C 1.5553 -0.1689 -3.0581 0.673 -0.179 -0.554
C 2.4218 -0.9729 -3.8109 -0.472 0.034 0.078
C 2.0853 -1.3357 -5.1222 0.048 0.066 -0.023
C 0.8876 -0.8919 -5.6951 -0.133 0.196 0.568
C 0.0250 -0.0746 -4.9491 0.290 -0.226 -0.180
C -1.3200 2.1100 -3.4136 -0.105 -0.851 1.786
C -1.2419 2.6969 -4.7406 -0.415 0.969 -1.171
C -2.4369 3.2196 -5.2720 0.514 -0.394 -0.181
C -2.4581 3.7144 -6.5737 0.146 0.207 -0.111
C -1.2886 3.7683 -7.3425 -0.028 -0.256 0.338
C -0.0801 3.3313 -6.7873 -0.169 0.154 0.189
C -0.0382 2.8409 -5.4834 -0.582 -0.229 0.414
N -2.1580 2.4413 -2.4545 0.832 0.680 -0.690
C -3.5648 2.4669 -0.0395 0.055 -0.091 0.547
C -4.1606 2.7443 1.1980 0.395 -0.047 0.025
H -3.8539 3.0172 3.3295 0.211 -0.054 -0.459
H -1.4100 2.5563 3.2153 -0.142 -0.066 -0.235
H -0.3640 1.9024 0.9712 -0.297 0.114 0.182
H 1.7356 0.1291 -2.0243 0.168 -0.155 -0.378
H 3.3522 -1.3151 -3.3602 -0.209 -0.007 -0.163
H 2.7561 -1.9743 -5.7047 -0.214 0.275 0.241
H 0.6111 -1.1689 -6.7151 0.125 0.021 0.384
H -0.9188 0.2716 -5.3795 0.427 -0.194 0.178
H -3.3262 3.1986 -4.6415 0.145 -0.047 -0.335
H -3.3959 4.0675 -6.9970 0.182 -0.012 0.098
H -1.3083 4.1548 -8.3640 -0.057 -0.154 0.350
H 0.8392 3.3738 -7.3724 -0.240 0.082 0.200
H 0.9200 2.5533 -5.0405 -0.404 -0.004 -0.220
H -4.1327 2.4700 -0.9678 0.118 0.022 0.291
H -5.2319 2.9389 1.2477 0.296 0.017 -0.021


[3]
27
Properties=species:S:1:pos:R:3:forces:R:3 method="wB97M-V/def2-TZVPD" largest_force_ev_per_a=6.23 total_charge=+1 de_lowest_ev=0.000 e_homo_ev=-13.70 e_tot_ha=-698.90349 smiles=N[C@]1([n+]2cncc3nc[nH]c32)CCCO1
N 0.6045 0.8823 -1.5849 2.532 2.407 5.157
C 0.8304 -0.0219 -0.3929 -0.971 -1.207 -1.426
N -0.5670 -0.5808 -0.1429 0.936 0.427 -1.699
C -0.8605 -1.8942 -0.2465 2.076 -0.537 0.843
N -1.9913 -2.4611 -0.0200 -0.073 -0.255 -0.154
C -3.0331 -1.6659 0.1496 -1.683 -0.927 -0.920
C -2.9028 -0.3134 -0.0330 2.161 1.729 0.707
N -3.7414 0.7234 0.1152 -2.165 1.438 0.471
C -3.0736 1.8271 0.1228 -0.132 0.145 0.322
N -1.6946 1.6155 -0.0562 -0.925 -0.468 0.406
C -1.5789 0.2915 -0.1141 -1.368 -2.592 0.032
C 1.2660 0.5536 0.9911 1.822 1.528 -2.868
C 2.7879 0.2810 0.9602 0.046 1.488 0.748
C 2.9717 -0.8040 -0.0267 1.506 -2.674 -1.458
O 1.7142 -1.0956 -0.8059 0.082 2.202 2.742
H 0.6259 0.3204 -2.3516 -0.074 -2.188 -2.837
H 1.5420 1.3702 -1.5982 -1.401 -0.167 -0.440
H -0.0083 -2.5374 -0.3845 0.310 0.089 -0.208
H -3.9591 -2.2625 0.2378 0.134 1.134 0.366
H -3.4617 2.8229 0.4056 0.223 -0.737 -0.661
H -1.0003 2.2923 -0.2944 0.392 0.243 -0.081
H 0.7053 0.1548 1.7794 -0.541 -1.034 1.072
H 1.1224 1.6306 1.0203 -0.249 0.141 -0.063
H 3.4282 1.1982 0.6629 -1.333 -1.348 0.617
H 3.1254 -0.0770 1.9225 0.157 0.267 0.328
H 3.7447 -0.4783 -0.7242 -0.279 -0.267 -0.437
H 3.4040 -1.7717 0.4086 -1.186 1.164 -0.557


[4]
7
Properties=species:S:1:pos:R:3:forces:R:3 method="wB97M-V/def2-TZVPD" largest_force_ev_per_a=4.02 total_charge=+1 multiplicity=4 e_homo_ev="-14.82 / -15.28" e_tot_ha=-1271.78887 s2=4.216
H -1.4491 -1.2128 0.8487 0.578 -0.704 -0.942
C -1.5227 -0.6189 -0.0599 -1.686 2.737 0.641
C -1.9577 0.4685 -0.5028 1.793 -1.423 1.326
H -2.6260 1.2841 -0.2431 -0.156 -0.111 -0.938
O 0.8020 -0.9602 -0.2121 1.353 3.676 0.908
O 1.4983 0.1540 0.4992 -2.206 -1.665 -2.130
Cr 0.2903 0.9669 -0.6740 0.323 -2.510 1.135


[5]
13
Properties=species:S:1:pos:R:3:forces:R:3 method="wB97M-V/def2-TZVPD" largest_force_ev_per_a=8.26 total_charge=+1 de_lowest_ev=6.502 e_homo_ev="-14.12 / -14.12" e_tot_ha=-360.73500 smiles="C=CO[N+]#COC"
C 2.9283 0.2344 0.0991 -0.767 -0.933 1.849
C 2.4099 1.2215 -0.5752 0.332 1.039 -1.356
O 1.0749 1.5738 -0.8561 -2.140 -0.414 0.140
N 0.1711 0.9698 -0.1236 -7.702 -2.915 0.601
C -1.1385 0.5601 -0.2297 7.473 2.371 -0.111
O -2.2356 0.5027 0.3312 1.510 1.456 0.760
C -3.4005 -0.3146 0.0989 -2.781 -1.397 -1.140
H 3.9949 0.3110 0.1403 0.487 -0.355 -0.007
H 2.4345 -0.5190 0.8014 0.520 1.219 -1.449
H 2.9099 1.9930 -1.1791 0.320 -0.676 0.555
H -4.2191 -0.2273 0.9054 2.154 0.183 -0.641
H -3.0957 -1.3816 -0.0481 -0.238 1.082 0.111
H -3.9131 0.1242 -0.8035 0.830 -0.661 0.688


[6]
10
Properties=species:S:1:pos:R:3:forces:R:3 method="wB97M-V/def2-TZVPD" largest_force_ev_per_a=2.77 total_charge=-1 de_lowest_ev=2.753 e_homo_ev="-3.64 / -3.80" e_tot_ha=-831.78881
C -3.1089 0.2582 -0.7595 -1.861 0.405 0.500
C -0.0398 -0.7222 0.5355 -2.237 0.394 1.586
N -2.0070 0.1183 -1.5034 0.832 -0.058 -1.486
N -3.1355 -0.8224 0.1571 -2.172 0.589 1.447
N -2.1891 -1.5706 -0.0712 0.889 -0.443 -0.892
N -1.4847 -0.9992 -1.1970 2.189 -0.408 0.501
O -4.0236 1.0627 -0.9149 0.117 0.233 0.323
Cl 1.1961 -1.7112 0.0923 2.107 -1.031 -0.902
H -0.4083 -1.0500 1.5165 -0.190 0.317 -0.535
H -0.0074 0.3529 0.4317 0.326 0.002 -0.541


[7]
77
Properties=species:S:1:pos:R:3:forces:R:3 method="wB97M-V/def2-TZVPD" largest_force_ev_per_a=5.57 total_charge=-2 e_homo_ev="1.63 / 1.62" e_tot_ha=-2229.51019
C 0.3202 -0.5018 -4.9069 0.080 -0.744 -0.965
C 0.1196 -1.2838 -3.5924 0.374 0.187 -0.046
C -0.0723 0.9733 -4.6118 -0.081 -0.019 -0.090
C -0.8398 0.9581 -3.2776 -0.480 -0.131 0.657
H -0.7186 1.3287 -5.4179 0.155 -0.045 0.059
H 0.8071 1.6174 -4.5879 -0.009 -0.115 0.010
C -1.0306 -0.5275 -2.9178 0.058 -0.212 -0.265
H 1.0498 -1.2348 -3.0036 -0.303 0.085 -0.096
H -0.0983 -2.3396 -3.8043 0.048 0.342 0.242
C -1.1064 -0.5572 -1.4128 -0.528 0.447 0.178
H -1.9850 -0.9039 -3.3230 0.260 0.111 0.036
H -1.8383 1.4039 -3.3947 0.303 -0.015 -0.153
C -0.2313 1.6241 -1.9940 -0.153 -1.097 0.867
C 1.7196 -0.6521 -5.4806 1.914 0.006 1.479
C -0.4770 -1.1043 -6.0767 -1.812 1.007 -0.626
O -1.0724 -0.4444 -6.9147 0.564 -0.642 1.034
O 2.7475 -0.6371 -4.8127 -1.542 0.087 -1.186
O 1.7102 -0.8476 -6.8177 0.570 0.235 0.479
O -0.4598 -2.4504 -6.1233 -0.047 0.407 -0.062
C -1.1515 -2.9581 -7.2741 -0.005 -0.179 0.055
H -1.0767 -4.0438 -7.2001 -0.058 0.156 -0.018
H -0.6758 -2.5985 -8.1939 -0.125 -0.058 0.210
H -2.1953 -2.6248 -7.2482 0.250 -0.156 -0.105
C 3.0084 -1.0507 -7.3813 0.271 -0.038 -0.083
H 3.6724 -0.2171 -7.1048 -0.200 -0.378 -0.159
H 2.8480 -1.0922 -8.4617 0.107 0.018 0.228
H 3.4316 -1.9993 -7.0129 -0.103 0.405 -0.138
O -0.3367 0.5270 -0.8651 0.070 0.992 -2.763
H -0.7678 -1.5088 -0.9751 -0.204 0.501 -0.091
H -2.1589 -0.3720 -1.1405 0.426 -0.277 -0.018
C -1.1135 2.7288 -1.4616 -0.067 0.030 0.112
C 1.2034 2.1025 -2.1779 0.149 -0.083 0.215
H 1.2197 2.9597 -2.8736 -0.142 -0.306 0.168
H 1.8528 1.3203 -2.5983 -0.108 0.190 0.255
H 1.6176 2.4727 -1.2304 -0.101 -0.250 -0.203
H -0.6532 3.1613 -0.5604 -0.311 -0.092 -0.213
H -2.0905 2.2902 -1.2232 0.130 0.269 0.102
H -1.2560 3.5140 -2.2102 0.052 0.019 0.050
Y -0.3898 0.2398 2.0118 -1.107 0.714 2.385
C -2.9443 -0.2088 2.9558 0.172 -0.840 -0.106
C -3.1144 -0.1869 1.5412 0.090 -0.612 -0.064
C -2.5619 -1.4088 1.0241 0.170 0.345 -0.034
H -3.6679 0.5626 0.9683 0.158 -0.275 0.183
C -1.9467 -2.1189 2.0898 -1.090 0.600 0.333
C -2.2512 -1.4152 3.2843 -0.745 -0.168 -0.871
H -2.1173 -1.8290 4.2689 0.355 0.424 -0.091
H -3.3242 0.5092 3.6840 0.304 -0.205 -0.301
H -2.7257 -1.8203 0.0287 0.242 0.288 0.372
H -1.4485 -3.0845 2.0382 -0.176 0.222 -0.060
C 2.1139 0.5244 1.9226 1.145 -1.328 -0.426
C 1.9171 -0.5201 2.8770 0.616 -0.389 -0.759
C 1.3512 -1.6467 2.2059 0.828 0.467 0.034
H 2.2969 -0.5214 3.8974 -0.677 0.257 -0.155
C 1.2285 -1.3239 0.8247 0.836 0.226 0.135
C 1.7563 -0.0016 0.6446 0.713 -0.330 0.687
H 1.9841 0.4927 -0.2923 -0.431 -0.140 0.259
H 2.5737 1.4942 2.1155 -0.350 -0.331 0.042
H 1.1515 -2.6147 2.6642 -0.188 0.404 -0.119
H 0.8882 -2.0118 0.0540 0.111 0.236 0.184
O 1.0296 1.3295 10.0651 0.330 0.296 0.417
N 1.4412 1.9538 9.0595 -0.623 -0.990 -1.081
O 2.2202 2.9182 9.1384 -0.056 0.007 -0.144
C 0.9494 1.5032 7.7714 0.087 0.187 0.179
C 0.0937 0.3841 7.7716 0.046 -0.011 1.269
C -0.5710 0.0178 6.6137 -1.055 -0.383 -0.443
C -0.2080 0.6139 5.3635 -0.112 -0.402 -1.353
O -0.4051 -0.0077 4.2515 -0.225 0.390 1.088
C 0.5875 1.8199 5.3967 0.347 0.481 -2.922
C 1.2204 2.2051 6.5830 0.592 0.810 1.000
N 0.9453 2.4479 4.1610 -1.731 -3.402 4.062
O 1.8991 3.2248 4.1371 1.873 2.107 -0.434
O 0.2414 2.2323 3.0841 -1.467 -0.480 -2.271
N -1.6734 -0.9710 6.6993 1.652 0.309 0.043
O -1.5238 -1.9491 7.4771 -0.479 1.011 -0.657
O -2.7082 -0.7650 6.0435 0.552 -0.247 0.569
H -0.1003 -0.1758 8.6870 0.040 0.398 -0.295
H 1.8706 3.0755 6.5517 -0.151 -0.304 0.183


[8]
49
Properties=species:S:1:pos:R:3:forces:R:3 method="wB97M-V/def2-TZVPD" largest_force_ev_per_a=1.65 total_charge=0 de_lowest_ev=0.000 e_homo_ev=-9.43 e_tot_ha=-1451.27580 smiles="CCOC(=O)[C@@H](C(=O)c1ccccc1)[C@H](c1cccc(F)c1)c1cc(F)cc(F)c1"
C 4.2995 -1.7899 -2.5363 0.171 0.002 -0.433
C 3.2249 -2.2081 -1.5806 0.148 -0.086 -0.144
O 2.1880 -1.1887 -1.5950 -0.384 -0.185 0.627
C 1.1396 -1.5685 -0.8386 0.369 -1.298 0.335
O 1.0261 -2.7172 -0.4374 -0.119 1.606 -0.338
C 0.1702 -0.4444 -0.4410 0.584 -0.228 -1.379
C -1.1722 -0.7912 -1.0846 -1.042 -0.682 -0.039
O -1.6788 -1.8950 -0.9654 0.607 1.245 0.072
C -1.9085 0.2755 -1.8542 -0.409 -0.205 -0.271
C -1.3938 0.7941 -3.0465 -0.194 0.164 0.215
C -2.2117 1.5769 -3.8716 -0.227 0.003 0.338
C -3.5202 1.8931 -3.4642 0.338 -0.239 -0.030
C -4.0136 1.4100 -2.2443 0.129 0.019 -0.223
C -3.2250 0.5658 -1.4697 0.212 0.096 0.024
C 0.0953 -0.4773 1.0757 -0.269 -0.444 1.223
C -1.2326 -0.0249 1.6588 0.176 -0.015 -0.181
C -2.0571 -1.0347 2.1585 -0.210 -0.069 -0.068
C -3.3242 -0.7470 2.6552 0.098 0.020 -0.102
C -3.7792 0.5737 2.6904 0.287 0.106 0.055
C -2.9256 1.5658 2.2193 0.205 0.504 0.166
F -3.3108 2.8812 2.3682 0.252 -1.080 -0.375
C -1.6657 1.2990 1.6612 -0.819 0.140 0.238
C 1.3569 0.1115 1.6756 0.348 0.357 0.322
C 1.4279 1.3904 2.2385 0.530 0.015 -0.135
C 2.6782 1.8602 2.6549 -0.153 0.408 0.209
F 2.7545 3.1268 3.1929 -0.051 -1.181 -0.508
C 3.8499 1.1147 2.5595 -0.311 -0.175 0.078
C 3.7169 -0.1776 2.0569 0.352 -0.199 -0.149
F 4.8390 -0.9725 1.9637 -0.991 0.747 0.148
C 2.5041 -0.6919 1.6261 0.179 0.015 0.065
H 5.1707 -2.4258 -2.3796 0.056 0.032 -0.023
H 3.9693 -1.9334 -3.5670 0.044 0.124 0.016
H 4.5984 -0.7479 -2.4046 -0.038 -0.099 0.091
H 2.7761 -3.1641 -1.8702 0.175 0.211 0.151
H 3.6308 -2.2969 -0.5596 -0.349 0.064 -0.276
H 0.5375 0.5280 -0.8059 -0.140 -0.348 0.053
H -0.3650 0.5563 -3.3214 -0.260 0.081 -0.107
H -1.8299 1.9337 -4.8310 -0.148 -0.077 0.340
H -4.1639 2.4885 -4.1177 0.275 -0.139 0.278
H -5.0228 1.6657 -1.9086 0.360 -0.104 -0.196
H -3.6107 0.1314 -0.5473 0.055 0.082 -0.209
H 0.1542 -1.5408 1.3274 -0.170 0.090 -0.104
H -1.7068 -2.0688 2.0884 -0.195 0.369 0.139
H -3.9466 -1.5679 3.0157 0.090 0.351 -0.085
H -4.7504 0.8367 3.1105 0.308 -0.019 -0.154
H -1.0709 2.1099 1.2348 -0.347 -0.237 0.169
H 0.5409 2.0117 2.3407 0.481 -0.102 0.084
H 4.8057 1.4934 2.9068 -0.184 -0.013 -0.092
H 2.4316 -1.7197 1.2623 0.179 0.374 0.189